This record from OMol25 describes C20H26Br3Cl3O18 as an isolated structure. The level of theory is the ωB97M-V functional and the def2-TZVPD basis.

```
! RIJCOSX wB97M-V def2-TZVPD def2/J DEFGRID3
* xyz 0 1
C -18.46 -4.28 26.22
Br -16.63 -4.32 26.84
Br -19.70 -4.70 27.67
Br -18.54 -5.61 24.82
H -18.74 -3.36 25.74
C -18.50 -0.25 24.51
Cl -18.23 -0.16 26.25
Cl -17.98 -1.74 23.68
Cl -17.68 1.09 23.71
H -19.57 -0.11 24.43
C -16.78 -1.91 29.72
C -17.24 -0.48 29.48
O -18.38 -0.35 30.33
C -18.88 -1.60 30.55
O -19.89 -1.89 31.07
O -17.97 -2.55 30.19
H -16.06 -1.93 30.54
H -16.28 -2.40 28.90
H -17.18 -0.04 28.48
H -16.51 0.15 30.00
C -15.22 -2.61 22.32
C -15.59 -2.75 20.82
O -15.10 -1.53 20.25
C -15.03 -0.60 21.23
O -14.78 0.53 21.05
O -15.12 -1.18 22.45
H -14.25 -3.05 22.56
H -16.01 -2.96 22.97
H -16.67 -2.92 20.79
H -15.08 -3.57 20.33
C -23.16 -2.91 23.08
C -22.52 -4.28 23.34
O -21.36 -3.88 24.13
C -21.46 -2.62 24.50
O -20.72 -2.07 25.23
O -22.57 -2.03 24.02
H -24.25 -3.04 23.15
H -23.05 -2.58 22.04
H -22.17 -4.66 22.39
H -23.15 -4.97 23.89
C -22.17 -2.05 28.61
C -21.16 -0.92 28.51
O -21.81 0.04 27.69
C -23.07 -0.37 27.45
O -23.85 0.31 26.92
O -23.23 -1.64 27.77
H -22.40 -2.11 29.67
H -21.86 -3.03 28.29
H -20.21 -1.26 28.08
H -20.92 -0.45 29.46
C -20.65 -0.50 20.95
C -19.16 -0.64 20.62
O -18.91 -2.06 20.74
C -20.12 -2.70 20.75
O -20.23 -3.88 20.78
O -21.14 -1.82 20.72
H -21.08 0.19 20.22
H -20.93 -0.11 21.93
H -18.57 -0.13 21.38
H -18.93 -0.29 19.62
C -22.70 1.51 23.30
C -23.83 2.48 23.69
O -24.98 1.92 23.02
C -24.52 1.22 21.97
O -25.18 0.85 21.07
O -23.18 0.99 22.04
H -22.29 0.76 23.97
H -21.88 2.22 23.10
H -23.58 3.50 23.40
H -24.04 2.49 24.75
*
```

Summary:
- E (Eh) = -11234.658529

List of Löwdin charges in e, atom by atom: C -1.5717; Br 0.6003; Br 0.6472; Br 0.5782; H -0.0975; C -1.4508; Cl 0.6405; Cl 0.6945; Cl 0.5892; H -0.0068; C -0.1257; C -0.1324; O 0.0656; C -0.5906; O 0.1793; O 0.0372; H 0.1333; H 0.0632; H 0.0548; H 0.1301; C -0.1233; C -0.1053; O 0.0689; C -0.6003; O 0.1754; O 0.0072; H 0.1303; H 0.0523; H 0.1089; H 0.1305; C -0.1171; C -0.0564; O 0.0421; C -0.6057; O 0.1090; O 0.0761; H 0.1366; H 0.1199; H 0.1217; H 0.1326; C -0.1197; C -0.1400; O 0.0641; C -0.6251; O 0.1824; O 0.0923; H 0.1337; H 0.0616; H 0.0892; H 0.1157; C -0.0973; C -0.1042; O -0.0080; C -0.5703; O 0.1756; O 0.0604; H 0.1372; H 0.1081; H 0.0694; H 0.1366; C -0.1067; C -0.0889; O 0.0779; C -0.5980; O 0.1873; O 0.0304; H 0.1140; H 0.1253; H 0.1290; H 0.1268